{
  "formula": "C37H68BCl2N8O3S5Sc",
  "method": "the ωB97M-V functional and the def2-TZVPD basis",
  "species": ["Sc", "C", "C", "C", "C", "N", "C", "C", "N", "B", "N", "C", "C", "N", "C", "S", "C", "C", "C", "C", "N", "C", "C", "N", "C", "S", "C", "C", "C", "C", "C", "S", "H", "H", "H", "H", "H", "H", "H", "H", "H", "H", "H", "H", "H", "H", "H", "H", "H", "H", "H", "H", "H", "H", "H", "H", "H", "H", "H", "H", "H", "H", "H", "H", "H", "H", "Cl", "C", "Cl", "H", "H", "C", "C", "S", "O", "C", "C", "H", "H", "H", "H", "H", "H", "H", "H", "H", "H", "C", "C", "C", "S", "O", "C", "C", "C", "H", "H", "H", "H", "H", "H", "H", "H", "H", "H", "H", "H", "H", "H", "N", "C", "N", "C", "C", "O", "C", "C", "H", "H", "H", "H", "H", "H", "H", "H"],
  "xyz": [[-0.12572, -0.69422, 0.17097], [-1.58568, -3.09146, -5.55482], [-0.76395, -3.66870, -4.39376], [-1.70946, -3.99728, -3.24541], [-0.03428, -4.93729, -4.83040], [0.29438, -2.65096, -4.04399], [0.98329, -2.02662, -5.07429], [1.98979, -1.33114, -4.52481], [1.94004, -1.52010, -3.15735], [3.14301, -1.03964, -2.29389], [3.52005, -2.08302, -1.20854], [4.26163, -3.18293, -1.58990], [4.40160, -3.97397, -0.51658], [3.74742, -3.36117, 0.54329], [3.20474, -2.20625, 0.09328], [2.34584, -0.99485, 0.99949], [3.71555, -4.08213, 1.86937], [2.95843, -3.33566, 2.95939], [5.16196, -4.26911, 2.32411], [3.02845, -5.42695, 1.63091], [2.97834, 0.40189, -1.71627], [4.10857, 1.14067, -1.43406], [3.73534, 2.41755, -1.23961], [2.36151, 2.47689, -1.41973], [1.92530, 1.22787, -1.69450], [0.26427, 0.74604, -1.87031], [1.55115, 3.74189, -1.29698], [2.50992, 4.92772, -1.26217], [0.62807, 3.91000, -2.50423], [0.75623, 3.67757, 0.00516], [0.89388, -2.31864, -2.87505], [0.42657, -2.80540, -1.27581], [-2.53010, -3.62857, -5.62531], [-1.08143, -3.20241, -6.51445], [-1.80045, -2.03315, -5.39795], [-2.47809, -4.65979, -3.64476], [-2.19470, -3.10153, -2.85746], [-1.21247, -4.50625, -2.42644], [-0.76014, -5.67905, -5.16507], [0.53215, -5.35994, -3.99906], [0.65061, -4.73538, -5.65464], [0.70897, -2.13990, -6.10550], [2.74201, -0.71577, -4.98462], [4.07810, -0.98754, -3.04900], [4.63200, -3.29794, -2.59302], [4.91265, -4.91237, -0.41458], [3.40542, -2.36766, 3.17736], [3.00650, -3.95500, 3.85602], [1.91402, -3.18711, 2.69372], [5.65100, -3.30288, 2.45486], [5.74633, -4.85781, 1.61791], [5.17194, -4.79293, 3.27982], [2.03255, -5.27573, 1.21009], [2.92940, -5.95143, 2.58127], [3.59409, -6.06863, 0.95636], [5.08341, 0.68807, -1.39242], [4.32995, 3.27790, -1.00465], [3.13265, 4.96931, -2.15664], [3.14903, 4.92134, -0.37900], [1.91560, 5.83914, -1.22500], [1.18090, 3.77933, -3.43608], [0.22508, 4.92331, -2.48966], [-0.19892, 3.20426, -2.49158], [1.42875, 3.59808, 0.86189], [0.08020, 2.82269, 0.01069], [0.16527, 4.58904, 0.11572], [-2.73924, -3.16311, 0.06692], [-2.44700, -3.24513, 1.79546], [-0.83932, -2.53365, 2.20678], [-2.42334, -4.28212, 2.10516], [-3.19680, -2.67359, 2.32720], [-1.34908, 4.95008, 4.17574], [-2.35888, 4.62515, 3.08570], [-2.11869, 2.98848, 2.33779], [-2.49233, 1.97142, -1.02537], [-2.84512, 1.92830, 3.62161], [-4.36362, 1.83584, 3.56362], [-1.52479, 5.95139, 4.57194], [-0.33381, 4.91534, 3.77845], [-1.42353, 4.25186, 5.01134], [-2.27263, 5.33066, 2.25923], [-3.38162, 4.67686, 3.45958], [-2.52015, 2.31368, 4.58911], [-2.37940, 0.95051, 3.48230], [-4.82067, 2.82441, 3.61022], [-4.74485, 1.25625, 4.40646], [-4.69516, 1.35647, 2.64241], [-4.37455, 4.65965, -2.92378], [-3.73165, 3.29923, -2.66647], [-3.23173, 3.22238, -1.24515], [-3.17669, 0.91551, -0.06875], [-2.05791, -0.08132, 0.20045], [-4.20058, 0.00242, -1.20560], [-3.48361, -0.50768, -2.44767], [-4.42770, -1.37544, -3.27481], [-4.72443, 4.72636, -3.95220], [-3.66241, 5.47030, -2.76195], [-5.23281, 4.82573, -2.27084], [-2.88884, 3.14263, -3.34370], [-4.45688, 2.50304, -2.85304], [-4.04447, 3.30043, -0.51744], [-2.51523, 4.01402, -1.03061], [-5.02944, 0.67470, -1.44805], [-4.59517, -0.81963, -0.59980], [-2.59774, -1.07581, -2.15246], [-3.12776, 0.33673, -3.04037], [-4.82508, -2.20551, -2.68643], [-3.91221, -1.79317, -4.13796], [-5.27401, -0.79385, -3.64395], [0.10141, 0.46226, 2.07208], [0.55805, 0.64525, 3.12094], [1.07022, 0.85233, 4.29281], [1.61104, -0.24932, 5.10996], [1.13138, -0.04474, 6.53343], [1.49923, 1.23874, 7.00173], [0.89629, 2.26997, 6.24223], [1.34895, 2.20944, 4.79687], [2.70154, -0.20301, 5.06998], [1.27696, -1.20299, 4.70296], [1.59887, -0.77224, 7.19380], [0.04209, -0.16608, 6.58294], [1.20209, 3.21435, 6.68806], [-0.19670, 2.18669, 6.29601], [2.42384, 2.38973, 4.72906], [0.81720, 2.93556, 4.18370]],
  "mulliken_charge": [1.61, -1.90, 1.42, -1.65, -1.82, 0.69, -0.72, -1.26, 0.59, 0.43, 0.25, -1.46, -0.38, 0.63, -0.43, -0.26, 1.32, -2.19, -1.63, -1.60, 0.52, -1.27, -0.46, 0.44, -0.33, -0.13, 1.46, -2.27, -1.33, -1.07, -0.35, -0.50, 0.45, 0.49, 0.43, 0.63, -0.07, 0.54, 0.48, 0.35, 0.38, 0.63, 0.70, -0.18, 0.69, 0.60, 0.51, 0.70, 0.21, 0.37, 0.41, 0.45, 0.26, 0.47, 0.42, 0.66, 0.56, 0.51, 0.50, 0.45, 0.39, 0.53, -0.04, 0.41, -0.21, 0.52, 0.04, -0.73, -0.15, 0.45, 0.36, -0.97, -0.78, 0.21, -0.24, -0.24, -1.16, 0.46, 0.18, 0.18, 0.42, 0.39, 0.45, -0.05, 0.28, 0.42, 0.18, -1.54, 0.13, -1.00, 0.49, 0.42, -1.34, 1.44, -1.42, 0.41, 0.35, 0.37, 0.27, 0.19, 0.59, 0.29, 0.54, 0.63, -0.79, 0.08, 0.37, 0.25, 0.46, 0.31, -0.30, 0.45, -0.15, -0.77, -0.41, -0.68, -0.03, 0.28, 0.20, 0.36, 0.34, 0.38, 0.32, 0.30, -0.02],
  "gap_ev": 8.2,
  "relative_energy_kcal_mol": 22.5,
  "total_charge": 2
}